Entry 1:
14
Properties=species:S:1:pos:R:3 method="wB97M-V/def2-TZVPD" relative_energy_ev=3.2768 total_charge=-1 e_lumo_ev=3.48 smiles=[O-]CNCCO spin_multiplicity=1 orbital_gap_ha=0.225 fmax_ev_per_a=1.74
O -1.379 -2.674 0.156
C -1.303 -1.406 -0.093
N -0.552 -0.513 1.099
C 0.700 0.053 0.541
C 0.454 1.124 -0.509
O 1.593 1.831 -1.058
H -2.264 -0.824 -0.137
H -0.643 -1.146 -0.931
H -0.271 -1.223 1.769
H 1.285 0.494 1.356
H 1.255 -0.823 0.137
H 0.081 0.626 -1.400
H -0.382 1.726 -0.120
H 1.426 2.754 -0.809

Entry 2:
18
Properties=species:S:1:pos:R:3 method="wB97M-V/def2-TZVPD" relative_energy_ev=3.7946 total_charge=0 e_lumo_ev=0.95 spin_multiplicity=1 orbital_gap_ha=0.295 fmax_ev_per_a=1.89
C -1.946 0.767 -0.878
C -0.500 -1.327 -0.475
C 0.333 0.034 0.316
N 0.831 -0.126 1.642
N 2.359 1.131 -0.320
C 1.158 0.551 -0.634
C -1.275 -0.214 0.046
O -0.471 -2.374 0.449
H 0.077 -3.071 0.074
H 0.778 -1.105 1.912
H 0.268 0.400 2.302
H 2.689 0.914 0.611
H 3.063 1.148 -1.037
H 0.847 0.617 -1.664
H -1.814 -0.360 0.988
H -2.030 1.756 -0.413
H -1.408 0.858 -1.824
H -2.958 0.401 -1.096

Entry 3:
68
Properties=species:S:1:pos:R:3 method="wB97M-V/def2-TZVPD" total_charge=+2 e_lumo_ev="-7.64 / -7.74" spin_multiplicity=1 orbital_gap_ha="0.238 / 0.235" fmax_ev_per_a=1.16
Os 0.732 0.301 0.330
O 0.628 1.410 -1.450
S -0.309 2.514 -0.969
O 0.241 3.804 -0.762
N -0.664 1.739 0.396
C -1.661 1.715 1.356
C -2.721 2.564 1.543
C -3.619 2.322 2.601
C -3.458 1.266 3.456
C -2.371 0.375 3.285
C -2.104 -0.729 4.119
C -1.012 -1.525 3.869
C -0.188 -1.241 2.780
N -0.411 -0.210 1.971
C -1.487 0.606 2.217
C -1.658 2.598 -2.072
C -2.047 1.474 -2.789
C -3.129 1.579 -3.643
C -3.806 2.788 -3.762
C -3.404 3.902 -3.036
C -2.318 3.818 -2.183
H -2.867 3.419 0.896
H -4.448 3.003 2.739
H -4.148 1.103 4.272
H -2.761 -0.937 4.954
H -0.775 -2.373 4.495
H 0.671 -1.861 2.553
H -1.498 0.548 -2.695
H -3.439 0.723 -4.225
H -4.649 2.866 -4.436
H -3.927 4.842 -3.148
H -1.967 4.683 -1.637
C 4.120 1.811 0.028
Si 3.749 0.529 1.329
C 5.287 -0.373 1.878
C 2.854 1.224 2.819
N 2.445 -0.559 0.565
C 2.590 -1.878 0.138
C 3.721 -2.695 0.278
C 3.695 -3.996 -0.187
C 2.562 -4.518 -0.793
C 1.422 -3.739 -0.962
C 1.483 -2.449 -0.500
O 0.431 -1.543 -0.582
C -0.615 -1.730 -1.521
C -0.305 -1.764 -2.867
C -1.351 -1.948 -3.760
C -2.655 -2.074 -3.291
C -2.928 -2.016 -1.932
C -1.895 -1.847 -1.018
H 4.617 2.658 0.507
H 3.228 2.196 -0.469
H 4.798 1.423 -0.733
H 5.865 0.365 2.444
H 5.925 -0.706 1.061
H 5.095 -1.202 2.559
H 3.511 1.952 3.301
H 2.636 0.449 3.556
H 1.927 1.755 2.585
H 4.607 -2.313 0.750
H 4.570 -4.621 -0.077
H 2.561 -5.541 -1.143
H 0.539 -4.134 -1.442
H 0.717 -1.653 -3.203
H -1.147 -1.990 -4.821
H -3.464 -2.226 -3.992
H -3.945 -2.116 -1.578
H -2.077 -1.819 0.049

Entry 4:
6
Properties=species:S:1:pos:R:3 method="wB97M-V/def2-TZVPD" relative_energy_ev=3.6325 total_charge=0 e_lumo_ev=-0.39 smiles=BSO spin_multiplicity=1 orbital_gap_ha=0.341 fmax_ev_per_a=3.28
B -1.365 -0.209 -0.165
S 0.457 -0.226 0.607
O 1.884 0.778 0.087
H -1.476 0.760 -0.861
H -2.092 -1.138 0.145
H 2.592 0.035 0.187